{"formula": "C15H22BCl2F8IN3O7PS", "method": "ωB97M-V with the def2-TZVPD basis set", "total_energy_ev": -110397.3994, "smiles": "COB(O)N(CCF)[C@](I)(/C(Cl)=C(/C)Cl)[C@](CC(=O)F)(O[C@@](N)(C[C@H](O)C(F)(F)F)[PH2]=N)S(=O)(=O)C(F)(F)F", "e_lumo_ev": -0.52, "orbital_gap_ev": 8.16, "spin_multiplicity": 1, "symbols": ["C", "O", "B", "O", "N", "C", "C", "F", "C", "I", "C", "Cl", "C", "C", "Cl", "C", "C", "C", "O", "F", "O", "C", "N", "C", "C", "O", "C", "F", "F", "F", "P", "N", "S", "O", "O", "C", "F", "F", "F", "H", "H", "H", "H", "H", "H", "H", "H", "H", "H", "H", "H", "H", "H", "H", "H", "H", "H", "H", "H", "H", "H"], "xyz": [[0.184, 4.690, -1.297], [0.526, 3.291, -1.382], [-0.492, 2.493, -1.888], [-1.478, 3.142, -2.616], [-0.305, 1.041, -1.594], [0.197, 0.541, -2.886], [1.734, 0.783, -3.094], [1.949, 1.230, -4.396], [-1.430, 0.351, -0.954], [-2.857, 0.083, -2.621], [-1.932, 1.296, 0.178], [-0.823, 2.330, 1.110], [-3.177, 1.443, 0.642], [-3.543, 2.423, 1.755], [-4.572, 0.522, 0.122], [-0.975, -1.033, -0.227], [-2.192, -1.817, 0.404], [-3.186, -2.523, -0.455], [-3.115, -2.981, -1.512], [-4.398, -2.705, 0.180], [-0.414, -0.594, 0.994], [0.880, -0.597, 1.546], [0.711, -0.141, 2.935], [1.631, -1.976, 1.840], [2.701, -1.847, 2.930], [3.814, -2.636, 2.474], [2.277, -2.434, 4.328], [2.801, -3.652, 4.477], [2.802, -1.668, 5.294], [0.967, -2.556, 4.514], [2.246, 0.512, 0.833], [2.413, 1.903, 1.559], [0.034, -2.261, -1.138], [0.184, -3.414, -0.293], [1.361, -1.720, -1.313], [-0.421, -3.077, -2.743], [-0.860, -4.305, -2.542], [0.731, -3.246, -3.393], [-1.254, -2.512, -3.593], [0.145, 5.156, -2.291], [-0.741, 4.806, -0.719], [1.006, 5.183, -0.754], [-1.356, 3.046, -3.570], [-0.230, 1.133, -3.727], [0.042, -0.506, -3.152], [2.157, 1.481, -2.361], [2.240, -0.191, -3.019], [-3.197, 2.021, 2.721], [-4.635, 2.517, 1.846], [-3.154, 3.428, 1.559], [-1.707, -2.579, 1.045], [-2.704, -1.199, 1.151], [-0.162, -0.519, 3.289], [0.767, 0.874, 3.000], [0.824, -2.680, 2.111], [2.113, -2.401, 0.952], [3.099, -0.837, 3.087], [4.564, -2.395, 3.036], [1.994, 0.685, -0.538], [3.477, -0.197, 0.929], [2.269, 2.666, 0.903]], "forces_ev_per_angstrom": [[1.054, 0.254, 0.191], [-1.173, -0.222, -0.310], [1.460, 1.447, 1.001], [0.145, -0.707, -0.111], [-0.498, -0.665, -0.144], [1.512, 0.694, -1.182], [-0.316, -1.049, 0.478], [-0.156, 0.246, 0.242], [1.500, 0.661, -0.299], [-0.485, -0.123, 0.190], [-0.763, -0.107, 0.058], [0.140, -0.752, -0.939], [-0.813, 0.469, 0.467], [-0.692, -0.337, -0.126], [0.353, 0.175, 0.266], [-2.960, 1.212, 0.501], [0.342, -0.196, 0.503], [-1.614, 0.278, 2.041], [1.203, -0.861, -2.490], [0.775, 0.443, 0.494], [0.591, -0.810, -0.946], [2.976, -0.818, 2.587], [-0.192, 0.655, -1.042], [-1.278, -0.175, -1.039], [0.568, -0.812, -0.213], [-0.060, 0.496, 0.127], [0.734, 0.340, -1.075], [-0.100, -0.358, 0.252], [-0.211, 0.174, 0.392], [-0.392, 0.199, 0.215], [0.138, 1.825, -0.224], [-0.119, -0.264, 0.000], [4.087, -1.364, 2.203], [-2.047, -0.411, 0.270], [-0.670, 1.630, -1.155], [-0.554, -1.703, -2.546], [-0.374, -0.012, 1.009], [0.610, 0.750, 0.380], [-0.196, 0.892, 0.261], [-0.334, -0.190, 0.286], [0.164, 0.138, -0.376], [-0.327, -0.269, -0.097], [-0.402, -0.027, 0.204], [-0.160, -0.510, 0.284], [-0.466, 0.257, 0.454], [-0.156, 0.099, -0.444], [0.023, 0.426, 0.130], [0.164, 0.370, -0.322], [0.335, -0.181, -0.215], [0.146, -0.374, 0.199], [-0.227, 0.033, -0.492], [0.155, 0.176, -0.593], [0.100, 0.219, 0.112], [-0.265, -0.029, -0.004], [0.492, 0.105, 0.112], [-0.108, 0.168, 0.259], [-0.717, -0.077, 0.100], [-0.038, -0.241, -0.194], [-0.006, -0.652, 0.201], [-0.783, -0.520, -0.115], [-0.116, -0.015, 0.223]], "lowdin_charge": [-0.06, -0.02, -0.85, 0.13, -0.05, -0.22, -0.16, -0.05, -0.58, 1.18, -0.55, 0.86, -0.70, -0.15, 0.68, -0.38, -0.05, -0.52, 0.14, 0.06, -0.11, -0.56, 0.07, -0.11, -0.27, -0.02, -0.59, 0.15, 0.14, 0.15, 0.84, -0.30, 0.82, -0.24, -0.28, -0.69, 0.16, 0.15, 0.10, 0.10, 0.09, 0.10, 0.12, 0.10, 0.07, 0.10, 0.11, 0.09, 0.07, 0.07, 0.15, 0.12, 0.11, 0.05, 0.13, 0.10, 0.13, 0.11, -0.01, 0.04, -0.05]}

***

{"formula": "C8H14N", "method": "ωB97M-V with the def2-TZVPD basis set", "total_charge": 1, "total_energy_ev": -10003.2354, "smiles": "C=[N+]1[C@]2(C)C[C@@H](C)[C@]12C", "e_lumo_ev": -4.40, "orbital_gap_ev": 10.24, "de_lowest_kj_mol": 177.9, "spin_multiplicity": 1, "symbols": ["C", "N", "C", "C", "C", "C", "C", "C", "C", "H", "H", "H", "H", "H", "H", "H", "H", "H", "H", "H", "H", "H", "H"], "xyz": [[2.316, -1.133, 1.072], [1.320, -0.423, 0.703], [0.748, 0.744, 0.037], [1.468, 1.671, -0.950], [-0.297, 1.343, 0.901], [-1.104, 0.013, 0.918], [-2.311, 0.038, 0.034], [0.034, -0.616, 0.050], [-0.231, -1.779, -0.786], [2.090, -2.209, 1.307], [3.228, -0.529, 1.158], [2.029, 1.362, -1.799], [2.274, 2.243, -0.364], [0.692, 2.362, -1.250], [-0.728, 2.302, 0.655], [0.070, 1.427, 1.965], [-1.333, -0.426, 1.870], [-2.178, 0.339, -1.063], [-3.180, 0.547, 0.481], [-2.640, -1.051, -0.118], [0.500, -2.281, -1.489], [-1.056, -1.539, -1.499], [-0.649, -2.733, -0.194]], "forces_ev_per_angstrom": [[-1.122, 0.988, -0.136], [-0.400, -0.653, 0.069], [1.612, 0.618, -2.425], [0.894, 0.741, 2.259], [0.182, -0.636, 4.058], [0.479, 0.895, -2.046], [-1.846, -1.887, -1.667], [-0.133, -0.398, 1.257], [-1.318, -3.800, -1.711], [0.819, 1.142, -0.344], [0.129, -1.027, 0.319], [-0.022, -1.185, -0.723], [-1.391, -0.475, -0.512], [0.117, 0.302, -0.214], [-0.275, -0.121, -0.557], [0.009, 0.569, -1.030], [0.103, -0.271, 0.456], [0.174, 0.259, 1.712], [0.495, 0.050, -0.240], [0.138, 1.418, 0.464], [0.036, 1.223, 1.114], [0.491, -0.078, 0.688], [0.830, 2.324, -0.791]], "lowdin_charge": [0.21, 0.06, -0.28, 0.04, -0.05, -0.24, -0.07, -0.31, -0.02, 0.15, 0.13, 0.07, 0.13, 0.09, 0.14, 0.15, 0.15, 0.12, 0.10, 0.10, 0.11, 0.09, 0.15]}

***

{"formula": "H6NO", "method": "ωB97M-V with the def2-TZVPD basis set", "total_charge": 1, "total_energy_ev": -3628.5356, "e_lumo_ev": -4.03, "orbital_gap_ev": 12.92, "de_lowest_kj_mol": 3.8, "spin_multiplicity": 1, "symbols": ["N", "H", "H", "H", "H", "H", "H", "O"], "xyz": [[-0.262, 1.065, -0.374], [-0.684, 1.374, -1.246], [0.013, 0.056, -0.390], [-0.905, 1.294, 0.387], [0.587, 1.613, -0.248], [0.820, -1.673, 1.290], [0.081, -2.293, 0.110], [0.349, -1.436, 0.471]], "forces_ev_per_angstrom": [[0.202, 0.465, -0.256], [-0.116, -0.137, -0.217], [-0.295, -0.001, 0.496], [0.076, -0.362, 0.025], [0.148, 0.100, 0.096], [-0.129, 0.288, -0.330], [-0.007, 0.138, -0.064], [0.121, -0.490, 0.249]], "lowdin_charge": [0.31, 0.15, 0.10, 0.16, 0.16, 0.09, 0.08, -0.04]}